79
Properties=species:S:1:pos:R:3:forces:R:3:lowdin_spin:R:1 method="wB97M-V/def2-TZVPD" e_homo_ev="-4.41 / -8.76" homo_lumo_gap_ev="3.726 / 7.812" spin_multiplicity=6
Fe -1.582531 1.824234 -0.163652 1.1 -0.4 -1.0 4.0461
Cl 1.163939 -0.803306 0.256818 0.1 0.0 -0.1 0.0042
O 1.087669 -1.720946 1.344328 0.4 0.1 1.0 0.0032
O 0.238049 0.297354 0.508188 -0.5 1.5 0.7 0.0288
O 2.505999 -0.284306 0.073678 -0.9 -0.2 0.3 0.0030
O 0.667289 -1.455176 -0.890432 0.1 -0.6 -1.8 0.0009
N 5.670119 -3.672156 0.102618 1.1 -0.7 -0.1 0.0000
C 6.980259 -3.711386 0.404058 -1.1 -1.6 -1.0 0.0000
C 7.738919 -2.646436 0.726868 1.2 0.9 0.2 0.0000
C 7.127179 -1.415756 0.854908 -1.0 0.5 -0.4 0.0000
C 5.764979 -1.349956 0.577008 0.7 0.4 0.2 0.0000
C 5.107609 -2.491806 0.141298 -1.0 0.3 1.2 0.0001
H 7.447499 -4.679526 0.300138 0.0 -0.2 0.1 0.0000
H 8.805279 -2.801106 0.800038 0.1 0.2 0.3 0.0000
H 7.624419 -0.487046 1.092918 0.4 -0.2 0.2 0.0000
H 5.248479 -0.416086 0.742908 -0.2 0.0 -0.3 0.0000
H 4.033569 -2.505736 0.028848 -0.1 0.3 -0.4 0.0001
N -2.605781 1.168924 1.546428 -2.0 -1.1 3.4 0.0612
C -3.977711 0.875254 1.560048 -0.1 -0.2 0.7 0.0356
C -4.783051 0.538454 2.689288 3.0 0.0 0.4 0.0010
C -4.093101 0.472174 3.934208 -1.8 0.2 -1.6 0.0053
C -2.780861 0.801644 3.985658 1.8 0.7 -1.0 0.0019
C -2.023981 1.110734 2.808398 -2.0 -0.2 -0.2 0.0141
H -4.489391 0.888424 0.609038 0.3 0.1 -0.3 0.0199
H -5.822461 0.247214 2.724168 0.0 0.2 -0.9 0.0001
H -4.651661 0.221404 4.823888 0.1 0.0 0.1 0.0003
H -2.335311 0.888734 4.965608 0.6 -0.2 -0.1 0.0003
H -0.973081 1.324974 2.935348 0.1 0.0 -0.4 0.0007
N -0.488751 2.492134 -1.860382 0.9 1.0 -1.0 0.1791
C 0.222109 1.702754 -2.761762 0.1 -0.6 -1.1 0.1410
C 0.765929 2.109444 -3.996732 -0.6 0.6 2.1 0.0097
C 0.698889 3.470484 -4.270702 0.4 0.6 -1.8 0.1636
C 0.079779 4.349694 -3.422092 -0.9 -0.9 1.6 0.0164
C -0.486291 3.840524 -2.270022 -0.2 0.1 0.5 0.1574
H 0.331529 0.648904 -2.552412 -0.2 -0.1 0.6 0.0065
H 1.323549 1.431024 -4.625392 -0.2 -0.2 0.1 -0.0025
H 1.023159 3.975194 -5.168762 0.5 -0.7 -0.4 0.0119
H -0.002841 5.395604 -3.678312 0.0 0.1 0.2 -0.0030
H -0.955851 4.558344 -1.613792 -0.3 -0.2 0.4 0.0112
N -3.271591 -2.215976 -0.582412 -1.1 0.4 0.0 0.0033
C -4.623921 -2.503886 -0.599662 2.7 -0.3 0.4 0.0008
C -5.225751 -3.246056 0.406838 1.2 0.4 -0.2 0.0001
C -4.367911 -3.691946 1.431168 0.0 0.7 0.7 0.0001
C -3.018941 -3.313906 1.506448 -0.8 -0.1 -0.7 0.0001
C -2.503171 -2.554836 0.460988 -1.3 -0.4 -0.5 0.0010
H -5.107691 -2.207866 -1.518752 -0.3 0.2 0.1 0.0002
H -6.289551 -3.416986 0.332618 0.0 -0.4 0.4 0.0000
H -4.758111 -4.216886 2.290578 -0.2 -0.3 -0.1 0.0000
H -2.346711 -3.616696 2.295638 -0.2 -0.1 0.2 0.0000
H -1.458821 -2.280006 0.446948 0.1 0.2 -0.2 0.0001
N 1.234139 1.824944 4.834638 1.7 0.8 -0.8 0.0000
C 1.847309 3.045484 5.134048 -2.1 -1.8 -1.0 0.0000
C 2.929849 3.520424 4.466108 0.8 -0.2 -0.7 0.0000
C 3.540669 2.732114 3.456358 -0.8 0.6 0.4 0.0000
C 2.932029 1.554184 3.072098 0.2 0.3 1.4 0.0001
C 1.814569 1.119814 3.839388 0.0 1.1 -0.3 0.0001
H 1.232819 3.683464 5.751938 0.3 0.0 0.5 0.0000
H 3.254449 4.530574 4.667658 0.3 0.0 0.1 0.0000
H 4.391339 3.143174 2.933118 0.1 -0.1 -0.1 0.0000
H 3.358239 0.982774 2.260788 -0.3 -0.3 0.0 0.0001
H 1.329089 0.224944 3.478938 -0.2 -0.3 0.4 0.0001
C 0.715059 3.449354 1.173008 3.5 1.1 0.6 0.0074
O -0.617521 3.167524 1.167988 -2.0 -0.5 0.2 0.0597
H 1.116849 3.390544 2.184538 -0.1 -0.3 0.3 0.0006
H 1.349459 2.777514 0.594848 -0.6 0.0 -0.4 0.0005
H 0.855809 4.499714 0.917988 0.3 0.0 -0.6 0.0021
H -0.920051 3.662904 1.932628 -1.0 -0.2 -0.1 0.0036
F -3.093911 -2.597376 -7.740992 0.3 0.0 1.1 0.0000
C -2.705161 -2.481046 -6.429612 -0.4 -0.2 1.2 0.0001
C -3.315271 -3.213446 -5.406402 0.5 -0.2 0.2 0.0000
C -2.809671 -3.113006 -4.081392 -0.2 0.7 -1.5 0.0001
C -1.767711 -2.229016 -3.805172 0.0 0.0 0.5 0.0005
C -1.253701 -1.391676 -4.787032 -0.4 -1.1 -0.4 0.0006
C -1.708481 -1.595716 -6.081722 0.6 0.6 -1.2 0.0000
H -4.080231 -3.930806 -5.664552 -0.2 0.0 0.1 0.0000
H -3.263771 -3.642206 -3.256682 0.0 -0.3 -0.1 0.0000
H -1.340181 -2.252266 -2.813672 -0.1 0.3 0.2 0.0001
H -0.462491 -0.673726 -4.629142 0.0 -0.1 0.2 0.0002
H -1.194861 -1.117006 -6.902352 -0.1 0.4 -0.1 0.0000